1.
Density functional theory data (ωB97M-V with the def2-TZVPD basis set) for an isolated molecule of C28H30FN5O6.

```
70
Properties=species:S:1:pos:R:3
C -6.85 -3.19 0.44
O -6.85 -2.29 -0.65
C -5.81 -1.42 -0.76
C -5.82 -0.57 -1.86
C -4.80 0.33 -2.08
C -3.74 0.44 -1.18
O -2.68 1.28 -1.36
C -2.58 2.01 -2.56
C -3.73 -0.39 -0.05
C -2.66 -0.37 0.98
O -2.32 -1.37 1.59
N -2.13 0.85 1.24
C -1.05 1.03 2.17
C -1.26 2.34 2.96
C -1.23 3.51 1.99
N -0.11 4.26 2.02
O -2.14 3.74 1.22
C 0.30 1.06 1.48
C 1.45 0.64 2.15
C 2.68 0.66 1.54
C 2.84 1.11 0.21
N 4.03 1.00 -0.45
C 5.29 0.81 0.23
C 5.63 -0.70 0.35
N 4.92 -1.43 -0.68
C 3.86 -2.26 -0.32
C 4.00 -3.10 0.79
C 2.99 -3.96 1.16
C 1.82 -4.00 0.42
F 0.84 -4.85 0.77
C 1.66 -3.20 -0.69
C 2.68 -2.33 -1.06
C 4.92 -0.71 -1.92
C 4.09 0.59 -1.83
C 1.69 1.64 -0.41
N 1.76 2.41 -1.61
O 0.74 2.57 -2.25
O 2.82 2.94 -1.90
C 0.44 1.56 0.20
C -4.75 -1.32 0.14
H -7.74 -3.80 0.32
H -5.96 -3.83 0.43
H -6.90 -2.66 1.40
H -6.64 -0.65 -2.56
H -4.84 0.96 -2.95
H -3.36 2.78 -2.62
H -2.64 1.36 -3.43
H -1.60 2.49 -2.54
H -2.45 1.66 0.73
H -1.07 0.17 2.85
H -2.24 2.30 3.44
H -0.48 2.44 3.72
H -0.02 5.01 1.36
H 0.67 4.04 2.61
H 1.37 0.26 3.15
H 3.53 0.27 2.07
H 5.26 1.29 1.21
H 6.05 1.32 -0.37
H 6.71 -0.84 0.23
H 5.34 -1.07 1.33
H 4.92 -3.11 1.35
H 3.10 -4.61 2.02
H 0.74 -3.24 -1.26
H 2.53 -1.72 -1.93
H 5.97 -0.47 -2.15
H 4.55 -1.35 -2.72
H 3.07 0.41 -2.19
H 4.52 1.39 -2.45
H -0.42 1.93 -0.34
H -4.68 -1.95 1.01
```

Results
HOMO-LUMO gap in eV: 7.41
SMILES string: COc1ccc(OC)c(C(=O)N[C@H](CC(N)=O)c2ccc(N3CCN(c4ccc(F)cc4)CC3)c([N+](=O)[O-])c2)c1
Calculated total energy in eV: -51973.604
LUMO level in eV: -0.38
Highest occupied orbital energy in eV: -7.8

---

2.
Density functional theory data (ωB97M-V with the def2-TZVPD basis set) for a structure of composition C28H30IrNOTe.

```
62
Properties=species:S:1:pos:R:3
C -0.80 2.19 0.26
C 0.23 2.22 -0.71
C -0.20 1.46 -1.82
H 1.17 2.72 -0.60
C -1.50 0.99 -1.55
C -1.87 1.44 -0.28
H -2.08 0.35 -2.19
C 1.30 -0.61 1.86
C 1.89 0.54 1.32
C 2.36 0.22 0.03
H 1.95 1.51 1.79
C 2.06 -1.13 -0.25
C 1.40 -1.64 0.90
H 0.36 1.29 -2.73
H -2.78 1.19 0.23
H -0.78 2.67 1.23
H 1.00 -2.63 1.01
H 2.84 0.91 -0.65
H 0.82 -0.69 2.82
Ir 0.00 0.00 0.00
C 2.42 -1.92 -1.49
C 2.99 -3.27 -1.04
C 3.47 -1.17 -2.32
H 3.85 -3.12 -0.39
H 3.29 -3.86 -1.90
H 2.24 -3.84 -0.48
H 4.38 -1.03 -1.75
H 3.10 -0.19 -2.62
H 3.71 -1.74 -3.21
C 1.13 -2.10 -2.30
C 1.18 -2.97 -3.54
H 0.78 -1.11 -2.61
H 0.35 -2.49 -1.66
O 2.05 -3.79 -3.79
N 0.14 -2.78 -4.41
C -0.86 -1.74 -4.36
H 0.22 -3.32 -5.25
C -0.46 -0.41 -4.95
C -1.41 0.60 -5.03
H -2.41 0.43 -4.65
C -1.09 1.84 -5.57
H -1.84 2.61 -5.63
C 0.20 2.08 -6.04
H 0.45 3.04 -6.46
C 1.15 1.08 -5.96
H 2.16 1.26 -6.31
C 0.82 -0.16 -5.42
H 1.57 -0.94 -5.37
H -1.18 -1.58 -3.33
H -1.75 -2.11 -4.88
Te -2.00 -1.55 1.24
C -2.10 -0.42 3.05
C -1.40 -0.85 4.18
C -1.45 -0.12 5.38
C -2.22 1.04 5.45
C -2.94 1.47 4.33
C -2.88 0.74 3.14
H -0.80 -1.76 4.14
H -0.90 -0.46 6.24
H -2.27 1.61 6.37
H -3.54 2.37 4.38
H -3.46 1.09 2.29
```

Results
HOMO-LUMO gap (spin up / spin down) in eV: 7.16 / 5.93
Multiplicity: 6
Calculated total energy in eV: -43182.186
LUMO level (spin up / spin down) in eV: -2.59 / -5.85
Charge: +1
Highest occupied orbital energy (spin up / spin down) in eV: -9.7 / -11.8

---

3.
Density functional theory data (ωB97M-V with the def2-TZVPD basis set) for a structure of composition C28H30N10OPSSe3TeV.

```
76
Properties=species:S:1:pos:R:3
V 1.60 0.07 2.27
Se 1.87 -0.05 4.68
Se 4.03 -0.94 5.23
Te 5.37 0.36 3.57
Se 4.04 -0.20 1.50
C 0.11 4.94 0.38
N 0.97 3.99 1.05
C 0.63 2.94 1.79
N 1.70 2.25 2.13
C 2.71 2.96 1.55
N 2.32 4.02 0.89
C -1.13 4.28 -0.14
C -2.37 4.67 0.34
C -3.53 4.04 -0.10
C -3.44 2.99 -1.00
C -2.20 2.59 -1.48
C -1.04 3.24 -1.07
C -2.11 1.40 -2.34
N -2.20 1.28 -3.61
N -2.10 -0.09 -3.88
C -1.96 -0.67 -2.74
O -1.98 0.20 -1.70
C -1.80 -2.10 -2.42
C -2.79 -3.00 -2.79
C -2.66 -4.34 -2.44
C -1.55 -4.76 -1.73
C -0.54 -3.87 -1.39
C 0.70 -4.36 -0.70
N 1.01 -3.65 0.52
C 1.38 -2.39 0.59
N 1.41 -1.99 1.85
C 1.08 -3.12 2.53
N 0.81 -4.16 1.77
C -0.68 -2.53 -1.73
H 0.72 5.36 -0.43
H -0.14 5.75 1.06
H -0.39 2.69 2.01
H 3.74 2.64 1.62
H -2.44 5.46 1.07
H -4.49 4.35 0.28
H -4.33 2.48 -1.33
H -0.08 2.92 -1.45
H -3.66 -2.66 -3.34
H -3.44 -5.04 -2.71
H -1.46 -5.81 -1.45
H 1.56 -4.24 -1.36
H 0.62 -5.42 -0.44
H 1.65 -1.80 -0.28
H 1.07 -3.15 3.61
H 0.08 -1.80 -1.47
C 3.67 -2.27 -3.06
C 3.00 -0.94 -2.90
C 3.13 0.08 -3.84
C 2.44 1.25 -3.56
N 1.71 1.43 -2.47
C 1.66 0.40 -1.61
S 0.71 0.60 -0.17
N 2.26 -0.79 -1.81
H 4.29 -2.31 -3.96
H 2.92 -3.06 -3.12
H 4.29 -2.47 -2.19
H 3.72 -0.03 -4.73
H 2.47 2.09 -4.25
C -1.52 1.36 4.04
P -0.87 0.07 2.89
C -1.44 -1.43 3.77
C -2.18 0.15 1.60
H -2.47 1.04 4.48
H -1.69 2.30 3.52
H -0.79 1.53 4.84
H -2.47 -1.29 4.11
H -0.79 -1.62 4.62
H -1.41 -2.29 3.10
H -3.18 0.07 2.03
H -2.03 -0.66 0.88
H -2.10 1.08 1.03
```

Results
HOMO-LUMO gap (spin up / spin down) in eV: 5.72 / 5.40
Multiplicity: 2
Calculated total energy in eV: -295620.390
LUMO level (spin up / spin down) in eV: 2.30 / 2.30
Charge: -1
Highest occupied orbital energy (spin up / spin down) in eV: -3.4 / -3.1
Energy relative to the best compared isomer or geometry (same formula, charge and spin) in kcal/mol: 0.0

---

4.
Density functional theory data (ωB97M-V with the def2-TZVPD basis set) for a structure of composition C28H30N4O10Sr.

```
73
Properties=species:S:1:pos:R:3
Sr -17.72 -1.94 22.91
C -16.33 1.97 23.95
C -15.66 0.97 23.03
O -16.54 0.17 22.28
H -16.73 2.81 23.38
H -15.66 2.25 24.77
H -17.23 1.50 24.36
H -15.05 0.29 23.65
H -15.05 1.53 22.30
C -19.59 -6.39 23.84
C -19.16 -5.01 24.36
O -18.42 -4.26 23.46
H -20.50 -6.64 24.40
H -18.82 -7.14 24.03
H -19.84 -6.36 22.79
H -18.55 -5.16 25.28
H -20.04 -4.44 24.71
C -12.25 -1.59 18.53
C -12.86 -1.17 19.70
C -13.93 -1.87 20.25
C -14.39 -2.99 19.56
C -13.77 -3.39 18.39
C -12.73 -2.70 17.81
N -15.54 -3.75 20.05
O -15.79 -4.81 19.55
O -16.20 -3.21 20.91
H -11.38 -1.09 18.12
H -12.44 -0.32 20.22
H -14.39 -1.47 21.14
H -14.15 -4.28 17.89
H -12.21 -3.09 16.96
C -18.99 -2.60 29.97
C -20.24 -2.84 29.40
C -20.46 -2.58 28.05
C -19.43 -2.09 27.28
C -18.18 -1.87 27.83
C -17.96 -2.10 29.16
N -19.68 -1.82 25.86
O -20.79 -1.98 25.44
O -18.71 -1.49 25.20
H -18.79 -2.76 31.02
H -21.03 -3.27 30.01
H -21.45 -2.82 27.69
H -17.35 -1.60 27.18
H -16.97 -1.98 29.58
C -20.48 4.23 21.42
C -21.73 3.63 21.33
C -21.87 2.31 21.75
C -20.75 1.59 22.16
C -19.48 2.15 22.12
C -19.34 3.46 21.71
N -20.92 0.21 22.55
O -22.02 -0.31 22.44
O -19.91 -0.42 22.86
H -20.43 5.25 21.07
H -22.60 4.10 20.90
H -22.85 1.86 21.68
H -18.59 1.64 22.47
H -18.38 3.95 21.78
C -14.12 -5.61 28.06
C -13.09 -5.36 27.15
C -13.40 -4.58 26.04
C -14.68 -4.07 25.86
C -15.70 -4.39 26.74
C -15.39 -5.09 27.88
N -14.96 -3.19 24.76
O -14.26 -3.23 23.77
O -15.96 -2.49 24.83
H -13.94 -6.23 28.93
H -12.07 -5.68 27.32
H -12.58 -4.34 25.37
H -16.71 -4.08 26.50
H -16.12 -5.42 28.61
```

Results
HOMO-LUMO gap in eV: 6.00
Calculated total energy in eV: -56783.525
LUMO level in eV: -0.90
Highest occupied orbital energy in eV: -6.9

---

5.
Density functional theory data (ωB97M-V with the def2-TZVPD basis set) for a structure of composition C28H30N9OS3Tc.

```
72
Properties=species:S:1:pos:R:3
Tc -1.13 0.32 -0.13
N -5.12 2.07 0.01
C -3.93 1.60 -0.34
S -3.45 0.01 0.29
N -3.14 2.24 -1.14
N -1.97 1.68 -1.51
C -1.56 2.12 -2.67
C -0.50 1.55 -3.45
C -0.35 1.94 -4.80
C 0.57 1.26 -5.58
C 1.32 0.24 -5.01
C 1.12 -0.05 -3.66
N 0.24 0.58 -2.91
H -5.75 1.49 0.54
H -5.47 2.94 -0.37
H -2.17 2.89 -3.13
H -0.95 2.73 -5.21
H 0.70 1.52 -6.62
H 2.03 -0.33 -5.59
H 1.68 -0.83 -3.17
N -0.29 -0.86 3.88
C -0.10 -2.23 4.10
C 0.25 -2.70 5.36
C 0.43 -4.05 5.58
C 0.26 -4.96 4.53
C -0.08 -4.50 3.27
C -0.25 -3.14 3.06
S -0.62 -2.57 1.42
N -0.66 -0.89 1.55
C -0.57 -0.26 2.71
C -0.80 1.19 2.67
C -0.73 2.00 3.81
C -0.88 3.37 3.69
C -1.09 3.90 2.42
C -1.19 3.03 1.35
N -1.08 1.71 1.46
H -0.20 -0.28 4.71
H 0.37 -2.00 6.18
H 0.71 -4.41 6.56
H 0.40 -6.01 4.70
H -0.20 -5.18 2.44
H -0.56 1.58 4.79
H -0.84 4.00 4.55
H -1.17 4.96 2.28
H -1.40 3.42 0.36
O 1.01 0.92 -0.16
S 1.64 2.29 -0.33
C 2.83 2.39 1.07
C 4.18 2.73 0.46
C 4.29 1.85 -0.78
C 2.99 2.06 -1.55
H 2.84 1.41 1.54
H 2.48 3.14 1.78
H 4.99 2.55 1.17
H 4.20 3.79 0.17
H 4.39 0.80 -0.48
H 5.15 2.12 -1.39
H 2.71 1.24 -2.21
H 3.02 2.98 -2.12
N -0.42 -5.04 -3.16
C -0.57 -3.83 -2.64
C 0.46 -3.20 -1.90
C 0.23 -1.99 -1.30
N -0.94 -1.33 -1.37
C -1.91 -1.89 -2.12
C -1.77 -3.09 -2.77
H 0.44 -5.55 -3.06
H -1.16 -5.48 -3.70
H 1.42 -3.68 -1.81
H 1.01 -1.50 -0.75
H -2.83 -1.33 -2.21
H -2.58 -3.48 -3.36
```

Results
HOMO-LUMO gap (spin up / spin down) in eV: 6.33 / 4.98
Multiplicity: 4
Calculated total energy in eV: -79663.031
LUMO level (spin up / spin down) in eV: -8.83 / -10.15
Charge: +3
Highest occupied orbital energy (spin up / spin down) in eV: -15.2 / -15.1

---

6.
Density functional theory data (ωB97M-V with the def2-TZVPD basis set) for a structure of composition C28H31AlBCl4CsF12KN3O19PS3.

```
105
Properties=species:S:1:pos:R:3
C -0.05 -2.50 2.76
C 1.08 -1.33 3.03
C 2.39 -1.30 2.05
C 3.57 -0.16 2.33
C 3.31 0.87 3.59
C 4.51 1.99 3.93
C 5.63 1.13 4.82
C 7.01 0.39 4.35
N 7.61 -0.28 5.59
C 8.87 -1.11 5.55
C 9.60 -1.05 7.17
C 10.17 -2.59 7.75
O 8.82 -1.80 8.29
C 6.65 0.05 6.72
N 5.46 0.90 6.32
C 2.00 0.88 4.57
C 0.84 -0.28 4.26
H -0.64 -2.69 3.78
H -0.78 -2.29 1.86
H 0.54 -3.52 2.57
H 2.56 -2.07 1.19
H 4.55 -0.15 1.64
H 4.09 2.93 4.51
H 4.97 2.39 2.91
H 7.44 0.38 3.25
H 9.70 -0.71 4.83
H 8.63 -2.27 5.38
H 10.29 -0.04 7.46
H 9.46 -3.53 7.58
H 10.54 -2.64 8.86
H 6.73 -0.30 7.83
H 4.72 1.21 6.99
H 1.85 1.65 5.47
H -0.10 -0.33 4.96
C -2.94 -0.58 -0.38
S -1.99 -1.87 -1.22
O -0.80 -2.19 -0.37
C -1.43 -0.83 -2.59
H -3.36 -1.00 0.54
H -2.28 0.26 -0.13
H -3.75 -0.24 -1.03
H -0.87 0.03 -2.20
H -2.29 -0.48 -3.16
H -0.78 -1.42 -3.24
C 9.04 -6.53 9.15
Cl 8.56 -5.01 9.93
Cl 10.82 -6.65 9.11
Cl 8.38 -7.91 10.06
Cl 8.41 -6.57 7.48
C -9.36 -0.75 -0.58
C -8.36 -0.71 -1.47
C -7.13 0.08 -1.22
O -6.22 0.08 -2.05
C -7.04 0.84 0.04
C -8.04 0.81 0.93
C -9.26 0.00 0.68
O -10.15 -0.03 1.53
O -7.96 1.52 2.11
O -8.45 -1.41 -2.66
H -10.26 -1.32 -0.75
H -6.14 1.42 0.20
H -8.80 1.33 2.58
H -7.61 -1.22 -3.13
N -4.11 5.25 -0.16
S -4.73 6.69 -0.07
O -5.56 6.99 1.09
O -5.11 7.35 -1.32
F -3.41 7.53 0.30
S -5.21 4.17 -0.45
O -4.76 2.80 -0.22
O -6.05 4.33 -1.63
F -6.25 4.35 0.75
Cs 10.42 1.13 5.19
B -2.15 1.41 -6.95
O -2.80 2.72 -7.10
C -2.96 3.21 -5.86
O -3.47 4.29 -5.62
C -2.45 2.28 -4.89
O -2.44 2.43 -3.68
O -1.96 1.19 -5.51
O -2.98 0.35 -7.53
C -2.25 -0.24 -8.49
O -2.64 -1.17 -9.17
C -0.95 0.39 -8.57
O -0.06 0.09 -9.34
O -0.87 1.37 -7.66
F -0.91 -0.36 -12.14
Al 0.08 -1.51 -13.10
F -0.51 -1.55 -14.80
F -0.04 -3.16 -12.39
F 1.81 -0.98 -13.09
K -10.57 -2.26 0.64
C -3.29 -3.25 -5.06
O -1.88 -3.21 -5.12
H -3.68 -2.24 -5.14
H -3.67 -3.85 -5.90
H -3.61 -3.69 -4.12
H -1.56 -4.12 -5.05
F 2.72 2.97 -1.03
P 1.23 2.83 -1.45
F 1.47 4.35 -1.22
F 1.06 1.79 -0.31
F -0.22 3.03 -0.90
F 1.66 1.66 -2.38
F 0.68 3.19 -2.87
```

Results
HOMO-LUMO gap in eV: 1.27
Calculated total energy in eV: -221535.985
LUMO level in eV: -3.42
Charge: -1
Highest occupied orbital energy in eV: -4.7

---

The calculation returns the following F_max values, one per record and in order: 1.45 2.13 0.64 1.55 2.17 8.18 eV/Å.